Entry 1:
{
  "formula": "C34H28Br2Cl2N3NiO7",
  "method": "ωB97M-V with the def2-TZVPD basis set",
  "total_charge": -1,
  "homo_lumo_gap_ev": [7.54, 7.56],
  "molar_mass_g_mol": 880.02,
  "total_energy_ha": -9580.341437,
  "species": ["Ni", "Cl", "C", "C", "C", "Cl", "C", "O", "C", "C", "O", "C", "H", "H", "H", "C", "C", "C", "C", "C", "C", "Br", "C", "C", "Br", "C", "O", "C", "N", "H", "H", "H", "H", "H", "H", "C", "C", "C", "C", "C", "C", "N", "C", "C", "C", "C", "C", "C", "C", "O", "O", "C", "C", "H", "H", "H", "H", "H", "H", "H", "H", "H", "H", "H", "H", "H", "H", "N", "C", "C", "O", "O", "H", "H", "H", "H", "H"],
  "positions_angstrom": [[-0.4146, 1.5334, 0.6261], [0.9039, -1.3625, 7.2773], [0.3477, -0.7004, 5.7604], [-1.0177, -0.4810, 5.5676], [-1.4551, 0.0384, 4.3804], [-3.1609, 0.2709, 4.1455], [-0.5853, 0.3886, 3.2946], [-1.1112, 0.8675, 2.2387], [0.7969, 0.1272, 3.5345], [1.8503, 0.3201, 2.5480], [1.7496, 0.6847, 1.3953], [1.2297, -0.4031, 4.7596], [-1.7288, -0.7230, 6.3455], [2.8574, 0.0703, 2.9429], [2.2886, -0.5864, 4.9012], [-0.1327, 1.0219, -2.8118], [-0.2399, 2.4103, -2.2866], [-0.3543, 3.4724, -3.2207], [-0.3521, 4.7702, -2.8238], [-0.2164, 5.0685, -1.4501], [-0.1367, 6.3649, -0.8917], [-0.2162, 7.8962, -2.0173], [0.0064, 6.5404, 0.4555], [0.0639, 5.4349, 1.3110], [0.2648, 5.7074, 3.1684], [-0.0318, 4.1326, 0.8369], [-0.0011, 3.0761, 1.5720], [-0.1570, 3.9729, -0.5755], [-0.1895, 2.6612, -0.9912], [0.2838, 1.0462, -3.8198], [-1.1069, 0.5360, -2.8475], [0.4886, 0.3978, -2.1815], [-0.4243, 3.2142, -4.2687], [-0.4302, 5.5746, -3.5426], [0.0731, 7.5352, 0.8730], [3.6845, -2.2126, -4.8637], [3.1679, -1.9343, -3.4744], [3.4775, -0.7223, -2.8644], [3.0052, -0.4335, -1.5928], [2.2361, -1.3578, -0.9134], [1.9088, -2.5694, -1.5153], [1.1323, -3.5251, -0.8485], [0.4117, -3.3114, 0.3299], [0.5429, -4.2491, 1.3577], [-0.1771, -4.1375, 2.5348], [-1.0269, -3.0577, 2.7239], [-1.1436, -2.1127, 1.7155], [-0.4562, -2.2236, 0.5121], [-0.7772, -1.2414, -0.5994], [-0.7833, -1.6602, -1.7488], [-1.1033, -0.0399, -0.2512], [2.3639, -2.8630, -2.8076], [1.9368, -4.1555, -3.4484], [4.3739, -1.4284, -5.1750], [2.8717, -2.2497, -5.5937], [4.2132, -3.1665, -4.9176], [4.0904, -0.0021, -3.3942], [3.2295, 0.5131, -1.1163], [1.8758, -1.1296, 0.0795], [1.4258, -4.4780, -0.9801], [1.2390, -5.0707, 1.2236], [-0.0529, -4.8824, 3.3115], [-1.5815, -2.9397, 3.6460], [-1.7893, -1.2537, 1.8354], [0.8745, -4.3264, -3.2622], [2.4850, -5.0165, -3.0467], [2.0967, -4.1478, -4.5242], [-3.9980, -1.1108, 0.0367], [-4.8367, -0.1504, 0.7312], [-4.5307, 1.2986, 0.3464], [-5.3153, 2.1882, 0.5609], [-3.3429, 1.5113, -0.2034], [-3.5613, -1.7866, 0.6451], [-2.8650, 0.6515, -0.3130], [-4.4708, -1.5891, -0.7139], [-4.6678, -0.2106, 1.8076], [-5.9054, -0.2954, 0.5649]],
  "forces_ev_per_angstrom": [[-0.1, -0.4, 0.0], [0.0, 0.0, 0.0], [0.0, 0.0, 0.0], [0.0, 0.0, 0.0], [0.0, 0.0, 0.0], [0.0, 0.0, 0.0], [-0.1, 0.2, 0.0], [0.1, -0.3, 0.4], [0.0, 0.0, 0.0], [0.0, 0.0, 0.2], [0.0, 0.1, -0.1], [0.0, 0.0, 0.0], [0.0, 0.0, 0.0], [0.0, 0.0, 0.0], [0.0, 0.0, 0.0], [-0.1, 0.0, 0.0], [0.1, 0.0, 0.1], [0.0, 0.0, 0.0], [0.0, 0.0, 0.0], [0.0, 0.0, 0.0], [0.0, 0.0, 0.0], [0.0, 0.0, 0.0], [0.0, 0.0, 0.0], [0.0, 0.0, 0.0], [0.0, 0.0, 0.0], [0.1, 0.1, 0.2], [0.1, 0.3, 0.2], [-0.1, 0.0, -0.1], [0.1, 0.3, -0.3], [0.0, 0.0, 0.0], [0.0, 0.0, 0.0], [0.1, 0.0, 0.0], [0.0, 0.0, 0.0], [0.0, 0.0, 0.0], [0.0, 0.0, 0.0], [0.0, 0.0, 0.0], [0.0, 0.0, 0.0], [0.0, 0.0, 0.0], [0.0, 0.0, 0.0], [0.0, -0.1, 0.0], [0.0, 0.0, 0.0], [0.1, 0.0, 0.0], [0.0, 0.0, 0.1], [0.0, 0.0, 0.0], [0.0, 0.0, 0.0], [0.0, 0.0, 0.0], [-0.1, -0.1, 0.0], [0.0, 0.1, 0.0], [0.0, 0.0, 0.0], [-0.3, 0.0, 0.1], [0.1, -0.1, -0.3], [0.0, 0.0, 0.0], [0.0, 0.0, 0.0], [0.0, 0.0, 0.0], [0.0, 0.0, 0.0], [0.0, 0.0, 0.0], [0.0, 0.0, 0.0], [0.0, 0.0, 0.0], [0.1, 0.0, -0.1], [0.0, 0.0, 0.0], [0.0, 0.0, 0.0], [0.0, 0.0, 0.0], [0.0, 0.0, 0.0], [0.0, 0.0, 0.0], [0.0, 0.0, 0.0], [0.0, 0.0, 0.0], [0.0, 0.0, 0.0], [0.0, 0.0, 0.0], [0.0, 0.0, -0.1], [0.0, 0.0, 0.1], [0.0, 0.0, 0.0], [-0.1, -0.1, -0.1], [0.0, 0.0, 0.0], [0.0, 0.1, 0.0], [0.0, 0.0, 0.0], [0.0, 0.0, 0.0], [0.0, 0.0, 0.0]],
  "lowdin_charge": [0.64, 0.62, -0.68, -0.14, -0.57, 0.73, -0.37, -0.12, -0.11, -0.19, 0.02, -0.08, 0.10, 0.13, 0.11, -0.01, -0.25, -0.01, -0.02, -0.19, -0.63, 0.73, -0.18, -0.61, 0.76, -0.39, -0.10, -0.10, 0.13, 0.09, 0.09, 0.06, 0.11, 0.08, 0.09, -0.06, -0.24, -0.07, -0.08, -0.03, -0.20, 0.09, -0.19, -0.03, -0.09, -0.08, -0.04, -0.06, -0.57, 0.06, -0.12, -0.17, -0.04, 0.07, 0.08, 0.08, 0.10, 0.11, 0.09, 0.12, 0.10, 0.10, 0.10, 0.09, 0.09, 0.08, 0.06, 0.04, -0.16, -0.54, 0.08, 0.09, 0.06, 0.07, 0.08, 0.08, 0.12]
}

---

Entry 2:
{
  "formula": "C8H16INO2",
  "method": "ωB97M-V with the def2-TZVPD basis set",
  "multiplicity": 3,
  "s2": 2.0062,
  "total_charge": 0,
  "homo_lumo_gap_ev": [6.37, 5.54],
  "molar_mass_g_mol": 285.12,
  "total_energy_ha": -817.158914,
  "species": ["C", "C", "C", "C", "C", "C", "C", "C", "N", "O", "O", "I", "H", "H", "H", "H", "H", "H", "H", "H", "H", "H", "H", "H", "H", "H", "H", "H"],
  "positions_angstrom": [[-1.0297, 1.4563, -0.5655], [-1.2921, -0.6596, -1.9819], [1.6732, 0.0846, -0.2993], [1.2016, -1.3758, 1.7315], [1.2922, -2.3693, -0.5999], [-0.9105, 3.2271, 1.3099], [-1.2530, -0.1459, -0.5888], [0.8760, -1.0904, 0.1779], [-0.9307, 1.9191, 0.7369], [-1.1131, 2.1657, -1.5444], [-0.5374, -0.8875, 0.3406], [-3.3343, -0.5117, 0.1547], [-1.5297, -1.6434, -1.8745], [-2.0692, -0.1620, -2.4877], [-0.3872, -0.4793, -2.6872], [1.5321, 0.2862, -1.3744], [1.6091, 1.0077, 0.3059], [2.6646, -0.2402, -0.2364], [0.9310, -2.3761, 1.8654], [0.4289, -0.6638, 2.2136], [2.1280, -1.0638, 2.0742], [0.6690, -3.2973, -0.1664], [0.9791, -2.3151, -1.6167], [2.2626, -2.5969, -0.5843], [-0.4883, 3.8648, 0.6194], [-1.9750, 3.4995, 1.5851], [-0.2945, 3.2066, 2.1183], [-1.1027, 1.1603, 1.3739]],
  "forces_ev_per_angstrom": [[-0.6, -1.2, 1.1], [2.3, 2.3, -1.0], [-0.8, 1.0, -0.7], [-3.3, 2.9, -1.8], [-6.4, -0.8, 1.2], [-3.4, -0.9, -1.1], [4.3, 3.3, -1.7], [1.3, -1.0, 2.7], [-0.2, -2.2, -0.6], [0.2, -0.1, -0.2], [-0.3, 0.0, -0.8], [-3.5, -0.5, 1.3], [-0.4, -3.1, -0.4], [-1.2, 0.6, -0.8], [-1.1, -0.4, 1.5], [-0.3, 0.2, 0.4], [-0.3, -0.5, -0.4], [1.8, -0.4, 0.2], [-0.1, -1.5, 0.9], [1.3, -1.4, -0.2], [2.1, 0.1, 0.4], [1.4, 2.0, -0.8], [-0.2, 0.2, -1.0], [3.9, -0.6, 0.5], [0.5, 1.7, -1.6], [1.3, 0.3, -0.2], [1.5, 0.1, 2.6], [0.3, -0.1, 0.4]],
  "mulliken_spin": [0.01, 0.09, 0.01, 0.00, 0.00, 0.00, 0.41, 0.01, 0.08, 0.04, -0.01, 1.38, -0.02, 0.00, 0.01, -0.01, 0.00, 0.00, 0.00, 0.00, 0.00, 0.00, 0.00, 0.00, 0.00, 0.00, 0.00, 0.00]
}

---

Entry 3:
{
  "formula": "C15H21F9NO9",
  "method": "ωB97M-V with the def2-TZVPD basis set",
  "total_charge": -1,
  "homo_lumo_gap_ev": 4.08,
  "molar_mass_g_mol": 530.31,
  "total_energy_ha": -2214.719385,
  "species": ["C", "O", "C", "C", "O", "N", "O", "H", "H", "H", "H", "H", "H", "C", "C", "O", "C", "O", "C", "F", "F", "F", "H", "H", "H", "H", "H", "C", "C", "O", "C", "O", "C", "F", "F", "F", "H", "H", "H", "H", "H", "C", "C", "O", "C", "O", "C", "F", "F", "F", "H", "H", "H", "H", "H"],
  "positions_angstrom": [[1.0764, 3.1144, -6.8745], [0.8008, 1.7282, -6.4671], [1.0833, 1.4930, -5.0431], [2.6425, 1.8034, -4.5939], [2.7592, 3.2256, -4.1286], [2.2629, 3.2884, -2.8648], [2.6707, 4.3043, -2.3086], [2.2392, 3.3676, -6.8680], [0.4827, 3.9318, -6.2574], [0.7478, 3.2329, -8.0124], [0.3626, 2.0337, -4.2969], [0.9177, 0.3245, -4.8639], [3.3578, 1.6336, -5.5345], [1.8902, 2.9137, 0.7192], [0.7418, 1.9466, 0.4998], [-0.0522, 1.8309, 1.6902], [-1.0008, 2.8027, 1.8796], [-1.1890, 3.7355, 1.1033], [-1.8032, 2.5306, 3.1515], [-1.0163, 2.1636, 4.2039], [-2.7052, 1.5214, 2.9824], [-2.5172, 3.6122, 3.5735], [2.4809, 2.6182, 1.5923], [2.5436, 2.9440, -0.1572], [1.5214, 3.9260, 0.9123], [1.1392, 0.9491, 0.2847], [0.1252, 2.2389, -0.3578], [-4.3370, 0.3291, 5.4120], [-2.9945, -0.3778, 5.4245], [-2.7455, -0.9609, 6.7124], [-3.3134, -2.1882, 6.9392], [-4.0040, -2.7847, 6.1174], [-2.9276, -2.7122, 8.3220], [-3.0142, -1.7565, 9.2919], [-1.6438, -3.1718, 8.3562], [-3.7128, -3.7452, 8.7393], [-4.3941, 1.0614, 6.2239], [-4.4953, 0.8426, 4.4596], [-5.1570, -0.3797, 5.5645], [-2.1959, 0.3498, 5.2453], [-2.9269, -1.1313, 4.6315], [0.6705, -5.3390, -3.9007], [1.9811, -5.1854, -3.1517], [2.5716, -3.9067, -3.4290], [2.1056, -2.8528, -2.6857], [1.2333, -2.9540, -1.8273], [2.8520, -1.5688, -3.0460], [3.0075, -1.4083, -4.3919], [4.1073, -1.5389, -2.5130], [2.2233, -0.4438, -2.6021], [0.8167, -5.1661, -4.9719], [0.2573, -6.3411, -3.7564], [-0.0673, -4.6068, -3.5580], [2.6909, -5.9447, -3.4963], [1.8504, -5.3331, -2.0736]],
  "forces_ev_per_angstrom": [[0.3, 0.4, -1.0], [-0.2, 2.0, 0.2], [2.2, -0.8, 1.4], [-1.5, -1.4, -1.9], [-0.6, -0.9, 0.9], [1.9, 2.0, -0.4], [-1.1, -1.3, -0.6], [-2.4, -0.6, 0.4], [1.2, -1.8, -1.0], [0.5, -0.5, 2.4], [1.0, -0.6, -1.5], [0.2, 2.5, -0.7], [-1.6, 1.0, 1.8], [0.0, 0.2, 0.2], [0.8, 0.1, -1.0], [-2.1, 1.1, 1.1], [1.7, 0.6, -3.1], [-0.1, -2.0, 2.3], [-1.1, 0.0, 1.9], [-0.3, 0.3, -1.0], [0.8, 0.7, -0.3], [0.8, -0.9, -0.8], [0.0, -0.1, -0.1], [-0.2, 0.0, 0.1], [0.0, -0.1, -0.2], [-0.3, 0.1, 0.3], [0.0, 0.1, 0.3], [-0.3, -0.1, 0.2], [-0.2, 0.5, -0.8], [-0.4, -2.0, 1.0], [-0.8, 0.9, -3.1], [1.5, 0.9, 2.4], [0.5, -0.9, 2.3], [-0.1, -0.6, -1.1], [-1.0, 0.5, -0.5], [0.5, 1.0, -0.9], [0.1, 0.0, -0.2], [0.1, -0.1, 0.2], [0.1, 0.0, -0.1], [-0.1, -0.3, 0.4], [-0.1, 0.0, 0.3], [-0.2, 0.3, -0.1], [-0.3, -0.5, 0.0], [-0.2, 1.4, 0.8], [-1.6, -2.1, 1.2], [2.0, 0.6, -1.9], [0.9, 3.4, -1.0], [-0.4, -0.9, 1.3], [-1.0, -0.7, -0.1], [0.3, -2.1, 0.0], [0.1, -0.1, 0.1], [0.1, 0.1, 0.0], [0.1, -0.2, 0.1], [0.1, 0.4, 0.0], [0.0, 0.3, -0.2]],
  "lowdin_charge": [-0.16, -0.30, -0.27, -0.24, -0.22, -0.10, -0.10, 0.09, 0.09, 0.08, 0.10, 0.10, 0.05, -0.06, -0.20, 0.01, -0.33, 0.15, -0.46, 0.13, 0.13, 0.14, 0.08, 0.06, 0.08, 0.13, 0.13, -0.06, -0.21, 0.01, -0.33, 0.14, -0.47, 0.14, 0.14, 0.14, 0.09, 0.07, 0.08, 0.11, 0.13, -0.07, -0.22, 0.01, -0.32, 0.13, -0.48, 0.13, 0.13, 0.12, 0.08, 0.08, 0.08, 0.12, 0.12]
}